# 1
19
Properties=species:S:1:pos:R:3 method="wB97M-V/def2-TZVPD" e_homo_ev=-7.47 largest_force_ha_per_bohr=0.1234 gap_ev=4.72 molar_mass_g_mol=104.153
O -1.69393 -0.63725 0.42713
N -0.20888 1.95428 0.46461
N 1.27413 -0.61427 0.33986
C -2.95611 -1.34144 -1.96027
C 3.33689 0.43697 0.61739
C 1.21020 1.85800 0.82858
C 1.97610 0.64948 0.50255
H 3.72418 -0.43495 0.05569
H -0.49880 0.95115 0.19549
H 1.66009 -1.33457 0.89833
H -1.93610 -1.68899 -1.68728
H -2.99707 -0.44064 -2.60135
H 0.32099 -0.46087 0.65692
H -0.78914 2.31513 1.27789
H -1.55124 -1.47891 0.84564
H -3.46537 -2.15709 -2.49421
H -3.17769 -1.12247 -0.94150
H 1.72520 2.47282 1.53985
H 4.04655 1.07361 1.03468

---

# 2
19
Properties=species:S:1:pos:R:3 method="wB97M-V/def2-TZVPD" e_homo_ev=-7.18 largest_force_ha_per_bohr=0.0328 gap_ev=7.56 molar_mass_g_mol=104.153
O -0.29447 1.47300 -0.06280
N -0.38560 -1.20367 -1.49049
N -1.54176 -1.95135 0.37661
C 0.13611 -0.16041 -2.39067
C 1.27210 0.80982 1.71014
C -1.04382 -0.96158 -0.40520
C 0.19956 1.80180 1.18084
H -0.60828 0.62740 -2.48936
H 0.36593 -0.59847 -3.36005
H 2.21211 0.81073 1.15218
H 1.03150 0.26871 -1.95310
H -1.83297 -1.59386 1.27437
H -0.94480 -2.76622 0.48524
H -0.09653 -2.15608 -1.68442
H 0.92247 -0.25215 1.73335
H -0.94471 0.12736 0.03646
H -0.60045 1.80442 1.94852
H 1.48969 1.12010 2.72840
H 0.66392 2.80047 1.20999

---

# 3
19
Properties=species:S:1:pos:R:3 method="wB97M-V/def2-TZVPD" e_homo_ev=-7.64 largest_force_ha_per_bohr=0.0942 gap_ev=8.30 molar_mass_g_mol=104.153 smiles="N/C=C/CCN.O"
O 1.49813 -2.13084 2.19025
N 0.46104 2.15521 1.84091
N -2.14771 -0.44648 -1.88695
C -0.00421 1.16816 0.97822
C -0.68843 -0.56586 -2.21647
C 0.29250 -0.64116 -0.93402
C 0.41068 0.86831 -0.28477
H 0.37219 1.78217 -1.04138
H 1.40283 1.88069 2.26994
H -1.01158 0.97652 1.24802
H -0.56364 -1.61071 -2.65285
H -2.22962 0.47740 -1.48852
H 0.04497 -1.45073 -0.25960
H 2.39964 -1.84595 2.49664
H 1.26622 -0.74791 -1.35758
H 1.22593 -1.55758 1.50949
H -0.28540 0.24895 -2.82410
H -0.24044 2.23808 2.51388
H -2.62274 -0.28191 -2.87144